Here is the molecule C5H10O from OMol25. Energies are from ωB97M-V/def2-TZVPD.

ORCA input file:
```
! wB97M-V def2-TZVPD RIJCOSX def2/J DEFGRID3
* xyz 0 1
C 0.02999 2.02941 -0.74133
C 0.45364 0.61895 -1.00132
C -0.09787 -0.31398 0.06877
C 0.43356 -0.45379 1.48494
C 0.77922 -1.49179 0.50568
H 0.49442 2.87245 -1.24070
H -0.03165 2.25812 0.38737
H -1.10614 2.17854 -0.98946
H 0.12886 0.22377 -1.93935
H 1.52956 0.65779 -0.92937
H -1.53022 -1.41323 -0.83956
H -0.41737 -0.53812 2.17500
H 1.12902 0.23610 1.91400
H 0.40132 -2.56245 0.52106
H 1.79735 -1.35212 0.13967
O -1.49831 -0.61171 -0.13739
*
```

Energy above the lowest of the compared OMol25 structures with the same formula, charge and spin: 1.946 eV
DFT total energy: -7392.8191 eV
E_HOMO: -0.358 Ha
Structure (SMILES): CCC1(O)CC1
LUMO: 0.95 eV

Here are the Löwdin charges for atoms 1 to 2, given in e:
1 C -0.123
2 C -0.207

---

Here is the molecule C5H10O from OMol25. Energies are from ωB97M-V/def2-TZVPD.

ORCA input file:
```
! wB97M-V def2-TZVPD RIJCOSX def2/J DEFGRID3
* xyz 0 1
C -0.64982 0.75740 -2.33395
C -0.20231 0.59398 -0.90972
C -0.72015 -0.29446 -0.06231
O 0.73036 -1.89721 0.82503
C -0.06042 -0.77022 1.20963
C 0.77478 0.24793 1.97304
H -1.30356 -0.06811 -2.63596
H 0.21981 0.75104 -3.00328
H -1.17676 1.70385 -2.49788
H 1.15292 -1.63754 -0.00568
H 0.63530 1.21700 -0.59090
H -1.55996 -0.91006 -0.38706
H -0.81301 -1.17557 1.89534
H 1.52539 0.72331 1.33224
H 1.30635 -0.26713 2.77884
H 0.14108 1.02577 2.41261
*
```

Energy above the lowest of the compared OMol25 structures with the same formula, charge and spin: 0.891 eV
DFT total energy: -7393.8746 eV
E_HOMO: -0.351 Ha
Structure (SMILES): C/C=C/[C@H](C)O
LUMO: 1.06 eV

Here are the Löwdin charges for atoms 1 to 2, given in e:
1 C -0.106
2 C -0.161

---

Here is the molecule C5H10O from OMol25. Energies are from ωB97M-V/def2-TZVPD.

ORCA input file:
```
! wB97M-V def2-TZVPD RIJCOSX def2/J DEFGRID3
* xyz 0 1
O -1.98401 0.19946 0.72516
C -1.05070 0.22935 -0.35160
C -0.29002 -1.11854 -0.42615
C 1.16878 -0.81346 -0.01004
C 1.14757 0.57825 0.67228
C -0.00363 1.29166 -0.07360
H -2.61364 -0.49611 0.49301
H -1.58004 0.59948 -1.24115
H -0.74193 -1.81045 0.29684
H -0.34644 -1.59729 -1.40824
H 1.80878 -0.79419 -0.90043
H 1.58080 -1.59052 0.64524
H 0.98485 0.46982 1.75012
H 2.11869 1.07303 0.54432
H -0.60171 2.12725 0.31036
H 0.40264 1.65228 -1.02613
*
```

Energy above the lowest of the compared OMol25 structures with the same formula, charge and spin: 0.388 eV
DFT total energy: -7394.3771 eV
E_HOMO: -0.372 Ha
Structure (SMILES): OC1CCCC1
LUMO: 1.03 eV

Here are the Löwdin charges for atoms 1 to 2, given in e:
1 O -0.048
2 C -0.402

---

Here is the molecule C5H10O from OMol25. Energies are from ωB97M-V/def2-TZVPD.

ORCA input file:
```
! wB97M-V def2-TZVPD RIJCOSX def2/J DEFGRID3
* xyz 0 1
C -1.04664 -0.61812 -1.29152
C -0.99825 -0.38187 0.20217
C 0.34665 -0.34399 0.89773
C 1.67067 -0.44142 0.18953
C -0.46846 0.91349 0.72867
O -0.12083 1.84612 -0.26219
H -0.22686 -0.10649 -1.80462
H -1.98789 -0.26327 -1.72501
H -0.95854 -1.69314 -1.48823
H -1.81609 -0.83971 0.75792
H 0.32391 -0.75978 1.90470
H 1.77968 0.40249 -0.49688
H 2.47508 -0.36715 0.92751
H 1.79721 -1.37241 -0.36823
H -0.78796 1.31956 1.68180
H 0.01833 2.70568 0.14664
*
```

Energy above the lowest of the compared OMol25 structures with the same formula, charge and spin: 1.244 eV
DFT total energy: -7393.5212 eV
E_HOMO: -0.336 Ha
Structure (SMILES): C[C@@H]1[C@H](C)[C@@H]1O
LUMO: 0.83 eV

Here are the Löwdin charges for atoms 1 to 2, given in e:
1 C -0.062
2 C -0.249

---

Here is the molecule C5H10O from OMol25. Energies are from ωB97M-V/def2-TZVPD.

ORCA input file:
```
! wB97M-V def2-TZVPD RIJCOSX def2/J DEFGRID3
* xyz 0 1
C 0.82056 -1.73399 0.17687
C -0.49208 -1.16142 -0.30487
C -1.21957 -0.18920 0.60264
C -0.58682 0.28080 -0.65971
C 0.09331 2.52050 -0.03535
O 0.58983 1.09106 -0.69009
H 1.51280 -1.91172 -0.65360
H 1.31081 -1.07163 0.90381
H 0.65484 -2.68372 0.69262
H -1.08460 -1.82748 -0.92618
H -2.30590 -0.18522 0.64773
H -0.74220 0.04820 1.55040
H -1.23085 0.63329 -1.45351
H 0.80892 3.17878 -0.54924
H 0.51021 2.35175 0.97697
H 1.36073 0.65999 -0.27850
*
```

Energy above the lowest of the compared OMol25 structures with the same formula, charge and spin: 5.353 eV
DFT total energy: -7389.4125 eV
E_HOMO: -0.267 Ha
LUMO: 0.62 eV

Here are the Löwdin charges for atoms 1 to 2, given in e:
1 C -0.066
2 C -0.271

---

Here is a cluster of 3 separate species, C5H10O in total from OMol25. Energies are from ωB97M-V/def2-TZVPD.

ORCA input file:
```
! wB97M-V def2-TZVPD RIJCOSX def2/J DEFGRID3
* xyz 0 1
O -1.45021 1.18308 2.12556
C -0.26115 1.09079 2.30301
C 1.54419 0.90123 -0.17714
C 0.78222 0.12757 -0.92876
C 0.48458 -1.21459 -1.43923
C -0.24730 0.02228 -1.96522
H -1.91968 -0.70162 1.03691
H 0.26122 0.11791 2.32377
H 0.37047 1.98361 2.46710
H 2.33046 0.48414 0.44890
H 1.43463 1.98267 -0.19875
H -1.86928 -1.31391 0.61254
H 1.21814 -1.68799 -2.08738
H -0.07580 -1.90959 -0.81754
H -0.00452 0.37693 -2.96534
H -1.29067 0.14608 -1.68436
*
```

Energy above the lowest of the compared OMol25 structures with the same formula, charge and spin: 3.909 eV
DFT total energy: -7390.8566 eV
E_HOMO: -0.363 Ha
Structure (SMILES): C=C1CC1.[H][H].C=O
LUMO: 0.88 eV

Here are the Löwdin charges for atoms 1 to 2, given in e:
1 O -0.054
2 C -0.175

---

Among the records above, which one has the lowest energy above the lowest of the compared OMol25 structures with the same formula, charge and spin? number 3

---

The highest DFT total energy belongs to which entry? number 5

---

What did the third record say?
Here is the molecule C5H10O from OMol25. Energies are from ωB97M-V/def2-TZVPD.

ORCA input file:
```
! wB97M-V def2-TZVPD RIJCOSX def2/J DEFGRID3
* xyz 0 1
O -1.98401 0.19946 0.72516
C -1.05070 0.22935 -0.35160
C -0.29002 -1.11854 -0.42615
C 1.16878 -0.81346 -0.01004
C 1.14757 0.57825 0.67228
C -0.00363 1.29166 -0.07360
H -2.61364 -0.49611 0.49301
H -1.58004 0.59948 -1.24115
H -0.74193 -1.81045 0.29684
H -0.34644 -1.59729 -1.40824
H 1.80878 -0.79419 -0.90043
H 1.58080 -1.59052 0.64524
H 0.98485 0.46982 1.75012
H 2.11869 1.07303 0.54432
H -0.60171 2.12725 0.31036
H 0.40264 1.65228 -1.02613
*
```

Energy above the lowest of the compared OMol25 structures with the same formula, charge and spin: 0.388 eV
DFT total energy: -7394.3771 eV
E_HOMO: -0.372 Ha
Structure (SMILES): OC1CCCC1
LUMO: 1.03 eV

Here are the Löwdin charges for atoms 1 to 2, given in e:
1 O -0.048
2 C -0.402

---

Which formula does entry 2 have? C5H10O